C40H51BBr42F5IN3O10 | ωB97M-V/def2-TZVPD

Orbital gap (Eh): 0.28532
Total charge: +1
Energy (eV): -3031384.10204

Structure (XYZ):
```
153
C40H51BBr42F5IN3O10, DFT ωB97M-V/def2-TZVPD
C 6.310 2.492 -2.524
O 4.936 2.217 -2.894
C 4.038 2.275 -1.772
C 3.117 1.035 -1.878
C 1.671 1.289 -1.299
C 1.193 0.124 -0.406
N 0.892 0.199 1.079
C 1.216 1.443 1.811
C 2.387 2.394 1.553
O 1.867 3.746 1.337
C 2.780 4.476 0.592
O 3.841 4.881 1.038
C 1.844 -0.839 1.657
C 3.352 -0.595 1.426
B 4.165 -0.241 2.775
O 5.017 0.851 2.842
O 4.058 -1.050 3.902
C 1.466 -2.319 1.557
I 2.437 -3.489 -0.039
O 0.121 -2.618 1.755
C -0.834 -1.727 1.160
C -0.951 -2.294 -0.314
N -0.948 -3.784 -0.330
C -2.118 -2.299 1.816
O -3.322 -1.893 1.169
N -4.436 -2.485 1.851
O -4.739 -1.879 2.801
C -0.566 -0.187 1.384
C -0.934 0.069 2.891
C -0.251 -0.707 4.051
C -1.184 -0.760 5.275
O -1.175 -1.737 5.976
O -2.051 0.284 5.523
C -1.568 0.782 0.646
F -0.913 1.786 -0.082
F -2.272 0.164 -0.352
C -2.643 1.612 1.389
C -3.947 1.198 1.380
C -4.948 1.931 1.968
C -4.699 3.116 2.604
C -3.393 3.568 2.616
C -3.153 4.920 3.322
F -2.208 4.831 4.281
F -4.278 5.270 3.988
F -2.883 5.897 2.458
C -2.406 2.833 2.022
H 6.517 2.263 -1.474
H 6.967 1.845 -3.123
H 6.566 3.511 -2.801
H 4.545 2.327 -0.800
H 3.407 3.167 -1.912
H 3.581 0.131 -1.460
H 3.068 0.850 -2.961
H 1.561 2.307 -0.904
H 1.080 1.361 -2.224
H 0.242 -0.114 -0.900
H 1.785 -0.751 -0.700
H 1.303 1.272 2.900
H 0.363 2.133 1.815
H 3.064 2.200 0.714
H 3.061 2.507 2.415
H 2.536 4.730 -0.464
H 1.829 -0.688 2.746
H 3.911 -1.489 1.091
H 3.629 0.181 0.702
H 5.759 0.757 2.223
H 3.688 -0.493 4.610
H 1.960 -2.800 2.412
H -0.114 -2.052 -0.977
H -1.875 -2.028 -0.839
H -0.560 -4.091 -1.221
H -1.909 -4.116 -0.348
H -2.095 -3.401 1.758
H -2.141 -2.169 2.912
H -0.848 1.120 3.192
H -2.000 -0.104 3.071
H 0.095 -1.731 3.917
H 0.615 -0.118 4.410
H -2.923 -0.151 5.570
H -4.275 0.292 0.882
H -5.973 1.570 1.912
H -5.535 3.635 3.059
H -1.390 3.238 2.037
C 6.335 -3.763 4.636
Br 7.264 -5.191 5.530
Br 7.490 -2.806 3.418
Br 4.745 -4.392 3.747
H 6.021 -3.059 5.394
C 4.990 5.311 -5.415
Br 4.219 4.787 -7.106
Br 4.303 7.019 -4.807
Br 4.770 3.898 -4.072
H 6.058 5.443 -5.574
C 5.348 -2.398 -3.578
Br 5.114 -0.865 -4.721
Br 5.910 -1.888 -1.800
Br 3.765 -3.504 -3.533
H 6.143 -2.997 -4.002
C 1.845 1.637 -9.245
Br 0.183 0.924 -9.911
Br 2.061 3.496 -9.707
Br 2.039 1.345 -7.346
H 2.643 1.093 -9.732
C -3.372 -2.910 8.754
Br -4.682 -1.500 8.763
Br -2.721 -3.297 10.525
Br -4.038 -4.485 7.868
H -2.527 -2.556 8.177
C 0.195 2.663 6.921
Br -0.903 4.182 7.264
Br 1.031 2.864 5.195
Br 1.475 2.308 8.314
H -0.462 1.803 6.867
C 8.356 7.756 -6.402
Br 7.556 7.224 -8.072
Br 7.662 9.439 -5.777
Br 8.179 6.372 -5.066
H 9.414 7.891 -6.580
C -0.484 -6.108 -4.428
Br -1.009 -6.961 -2.780
Br -1.914 -5.080 -5.212
Br 1.157 -5.116 -4.196
H -0.272 -6.893 -5.142
C -4.934 -2.745 -4.190
Br -5.383 -3.683 -5.808
Br -5.792 -1.016 -4.214
Br -5.343 -3.761 -2.602
H -3.863 -2.585 -4.192
C -5.667 -7.769 -7.170
Br -3.775 -7.630 -6.839
Br -6.682 -7.818 -5.533
Br -6.277 -6.374 -8.353
H -5.833 -8.711 -7.676
C -7.592 2.081 -6.269
Br -8.740 3.490 -6.905
Br -5.846 2.154 -7.081
Br -7.478 2.073 -4.341
H -8.043 1.143 -6.564
C -6.880 8.023 -5.023
Br -7.173 6.453 -3.942
Br -6.281 7.560 -6.796
Br -8.435 9.159 -5.067
H -6.085 8.588 -4.555
C 3.713 -7.708 0.716
Br 2.310 -7.345 -0.565
Br 5.040 -6.305 0.745
Br 3.001 -8.050 2.474
H 4.213 -8.610 0.392
C -7.794 -4.396 9.725
Br -9.104 -2.976 9.738
Br -7.141 -4.788 11.497
Br -8.461 -5.976 8.837
H -6.949 -4.042 9.147
```